Entry from OMol25: a cluster of 12 separate species, C49H99ClO13S11 in total (ωB97M-V with the def2-TZVPD basis set).

Geometry (Å):
1 C -3.68693 1.45062 2.64578
2 C -2.80309 1.80914 1.44032
3 C -3.64686 2.13384 0.19107
4 C -2.90726 1.93604 -1.13517
5 C -1.75701 2.91416 -1.38151
6 C -0.43367 2.65590 -0.63791
7 C 0.05008 1.23045 -0.89292
8 C 1.50021 0.97601 -0.42383
9 C 1.68333 -0.33667 0.35650
10 C 2.03786 -1.52436 -0.56508
11 C 0.96669 -1.71140 -1.61343
12 C 1.29302 -1.37136 -2.92804
13 C 0.36578 -1.44966 -3.95855
14 C -0.91632 -1.89612 -3.65703
15 C -1.25281 -2.24635 -2.35681
16 C -0.32942 -2.16209 -1.31183
17 C -0.86659 -2.53744 0.05990
18 C 0.02588 -3.42725 0.92332
19 C 0.62638 -4.60333 0.17556
20 Cl -0.97786 -3.99967 2.31581
21 C -1.89584 -1.94641 -4.77447
22 O -2.75728 -2.78202 -4.87986
23 C -1.73042 -0.84464 -5.76030
24 C -2.81446 -0.23012 -6.37388
25 C -2.61114 0.82626 -7.25678
26 C -1.32664 1.28608 -7.55437
27 C -0.24132 0.66945 -6.93702
28 C -0.43705 -0.38363 -6.05693
29 C 0.69110 -1.04814 -5.35104
30 O 1.77326 -1.23165 -5.84384
31 H -4.74366 1.42428 2.39209
32 H -3.53751 2.16892 3.44055
33 H -3.40809 0.47023 3.03856
34 H -2.12337 1.00473 1.16951
35 H -2.26344 2.71578 1.70052
36 H -4.04387 3.14859 0.23795
37 H -4.51329 1.46926 0.21891
38 H -2.61362 0.88762 -1.21685
39 H -3.63479 2.10102 -1.93480
40 H -2.11678 3.91107 -1.10459
41 H -1.54252 2.94572 -2.45071
42 H -0.50385 2.87529 0.42247
43 H 0.29991 3.31603 -1.08256
44 H -0.60265 0.53879 -0.35885
45 H -0.05163 0.99552 -1.95358
46 H 2.10621 0.87403 -1.32596
47 H 1.85744 1.81257 0.17142
48 H 0.77963 -0.61529 0.90116
49 H 2.48975 -0.19597 1.07139
50 H 2.97719 -1.28261 -1.06183
51 H 2.22925 -2.43297 0.00163
52 H 2.28690 -1.00629 -3.14774
53 H -2.26707 -2.57716 -2.17216
54 H -1.77847 -3.10581 -0.12248
55 H -1.17303 -1.62286 0.56909
56 H 0.78469 -2.80236 1.37885
57 H 1.55470 -4.86659 0.68553
58 H 0.87456 -4.38288 -0.85654
59 H -0.02746 -5.46502 0.29029
60 H -3.82655 -0.54711 -6.16269
61 H -3.45755 1.31659 -7.71723
62 H -1.17897 2.11287 -8.23023
63 H 0.76630 1.00316 -7.13516
64 C -2.76066 5.52043 4.88411
65 S -4.28202 4.99741 4.09816
66 O -3.90845 4.43197 2.77547
67 C -4.94114 6.64623 3.80715
68 H -2.18174 4.62514 5.10507
69 H -2.20034 6.16976 4.20815
70 H -2.98876 6.04551 5.81253
71 H -4.23903 7.21900 3.20058
72 H -5.11122 7.14122 4.76342
73 H -5.88568 6.54282 3.27685
74 C -0.46463 2.38476 8.40965
75 S -0.56493 2.16254 6.62962
76 O -1.75282 2.92933 6.16395
77 C -1.04726 0.43490 6.67223
78 H -0.21503 3.42585 8.60348
79 H -1.42632 2.14633 8.86417
80 H 0.31799 1.74102 8.81086
81 H -1.97077 0.32666 7.24096
82 H -0.24768 -0.15166 7.12473
83 H -1.20588 0.10709 5.64688
84 C -4.09259 -5.48636 1.15605
85 S -5.78345 -4.89847 1.03324
86 O -6.05685 -4.10188 2.26248
87 C -6.56390 -6.50258 1.26519
88 H -3.42832 -4.62947 1.08072
89 H -3.94254 -5.97903 2.11704
90 H -3.89001 -6.17724 0.33687
91 H -6.25246 -6.93096 2.21866
92 H -6.28425 -7.16037 0.44255
93 H -7.64291 -6.35981 1.26461
94 C 3.11815 4.71716 -6.33413
95 S 3.51824 3.19259 -7.19096
96 O 2.22916 2.62556 -7.67550
97 C 3.97930 2.26648 -5.73062
98 H 2.76041 5.43417 -7.07169
99 H 2.33674 4.52955 -5.59582
100 H 4.01712 5.10278 -5.85283
101 H 3.14214 2.23675 -5.03088
102 H 4.84750 2.73434 -5.26126
103 H 4.22978 1.25266 -6.03820
104 C 5.67649 -7.03935 -0.04901
105 S 4.08450 -6.70663 0.70525
106 O 3.79929 -5.24940 0.55146
107 C 4.61859 -6.96896 2.40189
108 H 5.57444 -6.89192 -1.12169
109 H 6.42389 -6.35150 0.34895
110 H 5.95771 -8.07226 0.15246
111 H 5.43298 -6.28410 2.64363
112 H 4.94368 -8.00241 2.51961
113 H 3.76908 -6.77556 3.05401
114 C 2.40134 6.04893 2.17125
115 S 0.90088 5.46529 1.37037
116 O 1.30638 4.94485 0.04122
117 C 0.19282 7.09506 1.09996
118 H 3.01900 5.18081 2.39177
119 H 2.93687 6.72160 1.50066
120 H 2.14396 6.55964 3.09964
121 H 0.88009 7.69828 0.50667
122 H 0.00263 7.57258 2.06144
123 H -0.74613 6.96593 0.56466
124 C 0.89957 -10.42900 0.34362
125 S 2.10074 -10.53567 -0.98867
126 O 3.27862 -9.72929 -0.57467
127 C 1.17258 -9.53897 -2.15985
128 H 1.30687 -10.95627 1.20375
129 H 0.72856 -9.38302 0.59973
130 H -0.03086 -10.90351 0.03193
131 H 0.98330 -8.55359 -1.73322
132 H 0.23378 -10.03965 -2.39678
133 H 1.77074 -9.43967 -3.06299
134 C 6.04632 -2.67792 2.08692
135 S 4.44364 -2.38407 2.84006
136 O 4.13324 -0.94143 2.65792
137 C 4.99859 -2.58695 4.53980
138 H 5.93477 -2.55691 1.01165
139 H 6.76826 -1.95554 2.46923
140 H 6.36861 -3.69539 2.30724
141 H 5.78972 -1.86865 4.75655
142 H 5.36006 -3.60564 4.68334
143 H 4.14791 -2.40621 5.19349
144 C -8.23685 -4.66506 4.30893
145 S -7.89881 -6.12120 5.29307
146 O -8.75459 -7.21807 4.76191
147 C -8.67621 -5.52921 6.80266
148 H -7.86121 -4.84345 3.30975
149 H -9.31283 -4.48444 4.27809
150 H -7.71634 -3.80730 4.73290
151 H -9.72244 -5.29433 6.60659
152 H -8.14674 -4.64511 7.15778
153 H -8.60994 -6.31885 7.54839
154 C 7.35071 5.35311 -2.20517
155 S 5.89014 4.74982 -3.05826
156 O 6.34067 4.21641 -4.37946
157 C 5.15596 6.35607 -3.35819
158 H 7.97530 4.49629 -1.96114
159 H 7.89894 6.03524 -2.85515
160 H 7.04858 5.85869 -1.28829
161 H 5.84415 6.97836 -3.93077
162 H 4.92105 6.83077 -2.40916
163 H 4.24040 6.21584 -3.92249
164 C 0.57414 8.32762 -2.70869
165 S 1.92191 7.75698 -3.74491
166 O 3.16835 8.37714 -3.21690
167 C 1.44824 8.68915 -5.20509
168 H 0.70557 7.88681 -1.72378
169 H 0.60421 9.41500 -2.63672
170 H -0.37425 7.99771 -3.13249
171 H 1.41874 9.75237 -4.96692
172 H 0.47204 8.34807 -5.54992
173 H 2.19271 8.50507 -5.97697

## Properties
Spin multiplicity   1
Charge   0
Highest occupied orbital energy   -8.4639 eV
Gap between HOMO and LUMO   0.3134 Ha

---

Entry from OMol25: the ion C4F4N2O4 with charge -2 (ωB97M-V with the def2-TZVPD basis set).

Geometry (Å):
1 C 0.92100 2.15342 -0.20034
2 C -2.33651 -0.07018 -0.16669
3 C 1.41445 -0.96043 -0.17258
4 C 0.22506 -0.89286 0.57116
5 N 0.10550 1.00491 -0.56522
6 N -0.55652 0.10555 -0.05770
7 O 0.41060 2.63788 0.79063
8 O -2.62569 0.02753 -1.32188
9 O 1.81341 2.49231 -1.00859
10 O -2.73237 -0.17896 0.90145
11 F 1.11614 -1.31495 -1.57614
12 F 2.20998 -2.07189 0.27751
13 F -0.45656 -2.21709 0.62788
14 F 0.49152 -0.71522 1.90051

## Properties
Spin multiplicity   1
Charge   -2
Highest occupied orbital energy (alpha / beta)   -0.3379 / -0.3448 eV
Gap between HOMO and LUMO (alpha / beta)   0.2483 / 0.2486 Ha

---

Entry from OMol25: a cluster of 3 separate species, C4H10 in total (ωB97M-V with the def2-TZVPD basis set).

Geometry (Å):
1 C 0.81110 -0.79543 0.95014
2 C 0.68031 0.46405 0.22161
3 C 1.24655 0.89981 -0.95168
4 C -2.31312 -0.45910 -0.23968
5 H 0.55903 -0.53598 2.02359
6 H 1.14762 -1.62615 0.36984
7 H -0.03637 1.10334 0.84049
8 H -3.12788 -0.17204 0.46429
9 H 1.58589 0.27553 -1.70830
10 H 2.38266 0.08525 1.02811
11 H 0.97523 1.90841 -1.31867
12 H -2.65071 -0.40467 -1.30908
13 H -1.59074 0.27029 -0.18030
14 H -1.79380 -1.55998 -0.09231

## Properties
Spin multiplicity   1
Charge   0
Highest occupied orbital energy   -7.8899 eV
Gap between HOMO and LUMO   0.2876 Ha
Energy relative to the best compared isomer or geometry (same formula, charge and spin)   137.6 kcal per mole

---

Entry from OMol25: the molecule C4H10 (ωB97M-V with the def2-TZVPD basis set).

Geometry (Å):
1 C 1.48105 -1.13470 0.51051
2 C 0.00211 -0.79731 0.50424
3 C -0.45660 0.22754 -0.82808
4 C -0.99826 1.61051 -0.12492
5 H 1.97697 -0.22704 0.11736
6 H 1.99360 -1.64767 1.27875
7 H 1.75176 -1.73304 -0.36684
8 H -0.38521 -1.74061 0.12872
9 H -0.43035 -0.43335 1.45705
10 H -0.02755 0.53810 -1.83936
11 H -1.43055 -0.16846 -1.16521
12 H -2.13101 1.67325 -0.25686
13 H -0.93812 1.37751 1.05081
14 H -0.40784 2.45528 -0.46618

## Properties
Spin multiplicity   1
Charge   0
SMILES string   CCCC
Highest occupied orbital energy   -10.3774 eV
Gap between HOMO and LUMO   0.4282 Ha
Energy relative to the best compared isomer or geometry (same formula, charge and spin)   57.9 kcal per mole

---

Entry from OMol25: the molecule C4H10 (ωB97M-V with the def2-TZVPD basis set).

Geometry (Å):
1 C -1.90718 -0.17452 -0.09446
2 C -0.52733 0.53205 0.15062
3 C 0.58645 -0.52032 0.08571
4 C 1.94808 0.11602 -0.08012
5 H -2.07685 -0.96322 0.68514
6 H -2.00023 -0.51754 -1.08527
7 H -2.61979 0.61381 -0.06092
8 H -0.40973 1.40002 -0.49017
9 H -0.67401 0.97740 1.19936
10 H 0.54069 -1.35515 0.93460
11 H 0.37340 -0.91555 -0.93559
12 H 2.30291 0.40679 0.96514
13 H 2.71717 -0.61676 -0.43101
14 H 1.74643 1.01698 -0.84302

## Properties
Spin multiplicity   1
Charge   0
SMILES string   CCCC
Highest occupied orbital energy   -10.8311 eV
Gap between HOMO and LUMO   0.4458 Ha
Energy relative to the best compared isomer or geometry (same formula, charge and spin)   24.9 kcal per mole

---

Entry from OMol25: a cluster of 2 separate species, C4H10 in total (ωB97M-V with the def2-TZVPD basis set).

Geometry (Å):
1 C 1.38969 -2.40484 4.42016
2 C 0.13693 -1.56837 4.23209
3 H 1.33307 -3.36264 3.90146
4 H 2.30101 -1.90632 4.08684
5 H 1.56867 -2.68796 5.45949
6 H -0.35587 -1.77539 3.28207
7 H 0.28509 -0.49513 4.33066
8 H -0.59701 -1.83565 4.99478
9 C -1.22846 2.38459 -6.38624
10 C -0.92546 3.11051 -5.24005
11 H -0.63234 2.48447 -7.29353
12 H -1.71546 1.41300 -6.28656
13 H 0.05703 3.55819 -5.10079
14 H -1.61689 3.08554 -4.40038

## Properties
Spin multiplicity   2
Charge   +1
⟨S²⟩   0.754
Highest occupied orbital energy (alpha / beta)   -13.0233 / -13.0233 eV
Gap between HOMO and LUMO (alpha / beta)   0.2193 / 0.1082 Ha
Energy relative to the best compared isomer or geometry (same formula, charge and spin)   26.5 kcal per mole

---

Entry from OMol25: a structure of composition C4H10BFNO5Tl (ωB97M-V with the def2-TZVPD basis set).

Geometry (Å):
1 Tl -2.59433 26.53187 -9.12950
2 B -4.49757 27.31886 -4.50092
3 H -3.81084 28.06009 -4.87941
4 H -3.91021 26.41776 -4.41572
5 H -4.83746 27.65490 -3.53355
6 H -5.23372 27.17841 -5.27718
7 C -2.33172 22.86159 -18.32027
8 C -1.03803 23.70769 -18.40722
9 O -1.29614 24.59655 -17.32991
10 C -1.86521 23.79589 -16.37906
11 O -2.19389 24.16373 -15.27882
12 O -2.24343 22.67207 -16.90108
13 F -1.14401 24.37787 -19.52796
14 H -2.21715 21.86813 -18.75389
15 H -3.27259 23.30770 -18.64255
16 H -0.12735 23.12635 -18.26298
17 C -8.20163 29.53728 -14.44464
18 N -7.44589 28.22113 -14.28734
19 O -6.89096 28.02311 -13.20391
20 O -7.23102 27.52957 -15.28871
21 H -8.50681 29.83302 -13.44090
22 H -9.06361 29.42990 -15.10310
23 H -7.61084 30.34144 -14.88328

## Properties
Spin multiplicity   1
Charge   +2
Highest occupied orbital energy   -15.5474 eV
Gap between HOMO and LUMO   0.0458 Ha
Energy relative to the best compared isomer or geometry (same formula, charge and spin)   87.9 kcal per mole

---

Entry from OMol25: the molecule C4H10BNO2 (ωB97M-V with the def2-TZVPD basis set).

Geometry (Å):
1 C 2.80811 0.97864 -0.46252
2 N 2.06870 -0.29934 -0.47732
3 B 0.77563 -0.60911 -0.03748
4 O 0.00203 -1.59103 -0.42769
5 C -1.28400 -1.42507 0.11228
6 C -1.29743 -0.11908 0.90517
7 C -2.14865 0.83345 0.10633
8 O 0.02533 0.17392 1.11328
9 H 3.45122 0.93352 0.41835
10 H 3.31315 0.96534 -1.35285
11 H 2.07246 1.83899 -0.29727
12 H 2.57766 -1.05437 -0.95419
13 H -1.48080 -2.23603 0.85272
14 H -2.00043 -1.30350 -0.79886
15 H -1.79508 -0.27299 1.77704
16 H -3.19582 0.63065 0.12668
17 H -1.96235 0.68898 -0.98079
18 H -1.92972 1.86703 0.37712

## Properties
Spin multiplicity   1
Charge   0
SMILES string   CNB1OC[C@H](C)O1
Highest occupied orbital energy   -9.4367 eV
Gap between HOMO and LUMO   0.3727 Ha
Energy relative to the best compared isomer or geometry (same formula, charge and spin)   0.0 kcal per mole

---

- Look up the spin multiplicity of the eighth one.
  1

---

- Among the records above, which one has the highest spin multiplicity?
  number 6

---

- Which value of charge does entry 5 give?
  0

---

- Among the records above, which one has the highest charge?
  C4H10BFNO5Tl